The following is a quantum chemistry calculation of a 10-piece molecular cluster, H20O10 overall at a distorted geometry, from the OMol25 dataset.

Computed properties:
total energy	-764.2019	hartree
frontier orbital gap	7.71	eV
SMILES string	O.O.O.O.O.O.O.O.O.O
relative energy (zero: lowest compared OMol25 entry of this formula, charge and spin)	7.6200	eV
F_max	9.612	eV/A

```
! wB97M-V def2-TZVPD RIJCOSX def2/J DEFGRID3
* xyz 0 1
O -0.913 -0.705 0.870
H -0.579 -0.067 1.510
H -1.081 -0.179 0.080
O 1.208 4.308 1.270
H 1.729 4.215 0.464
H 1.682 3.775 1.918
O -2.910 -4.269 1.847
H -2.473 -3.413 1.783
H -2.197 -4.882 2.060
O -2.538 4.160 -1.041
H -2.001 3.525 -0.553
H -2.999 3.623 -1.696
O 1.215 0.218 4.986
H 0.347 0.635 5.014
H 1.048 -0.643 4.585
O 0.910 -0.980 0.752
H 0.535 -1.828 1.014
H 0.730 -0.926 -0.193
O 0.973 1.439 -3.803
H 0.148 1.589 -3.329
H 1.336 0.645 -3.395
O 1.574 -3.313 -1.405
H 1.155 -2.497 -1.702
H 2.220 -3.508 -2.093
O -1.503 -1.472 -4.081
H -1.357 -1.298 -3.145
H -0.669 -1.850 -4.383
O 1.211 1.120 0.611
H 1.030 1.388 1.519
H 2.169 1.189 0.533
*
```